Molecular formula: C5H10IN2O
Method: DFT, ωB97M-V/def2-TZVPD

- frontier orbital gap (alpha / beta) (hartree) = 0.2708 / 0.2382
- highest occupied orbital energy (alpha / beta) (hartree) = -0.4391 / -0.4186
- energy relative to the best compared isomer or geometry (same formula, charge and spin) (kJ/mol) = 481.0
- total energy (Ha) = -678.51027

```
! wB97M-V def2-TZVPD RIJCOSX def2/J DEFGRID3
* xyz 1 1
C 1.162 -0.476 0.992
C -0.258 -0.056 -1.193
C -0.105 0.229 1.301
C -2.124 -1.260 -0.167
C 1.138 1.910 -0.244
N 0.593 0.527 0.111
N -1.022 -1.183 -1.012
O 1.015 -1.741 0.565
I -3.434 0.293 0.068
H 2.160 -0.280 1.471
H -0.905 0.743 -1.411
H 0.534 -0.083 -1.995
H -0.336 1.006 2.029
H -2.585 -2.117 0.336
H 2.176 2.142 0.037
H 0.892 2.174 -1.288
H 0.524 2.634 0.369
H -0.524 -2.128 -1.305
H 1.101 -2.333 1.335
*
```

Molecular formula: C5H10N
Method: DFT, ωB97M-V/def2-TZVPD

- frontier orbital gap (alpha / beta) (hartree) = 0.2526 / 0.3528
- highest occupied orbital energy (alpha / beta) (hartree) = -0.2120 / -0.3161
- energy relative to the best compared isomer or geometry (same formula, charge and spin) (kJ/mol) = 78.0
- total energy (Ha) = -251.14181

```
! wB97M-V def2-TZVPD RIJCOSX def2/J DEFGRID3
* xyz 0 2
C 1.481 -1.427 -1.355
C 1.508 -0.402 -0.504
C 0.769 -0.438 0.755
C 0.673 0.608 1.571
H 1.024 -2.374 -1.095
H 1.999 -1.376 -2.305
H 1.972 0.531 -0.808
H 0.272 -1.374 0.994
H 0.012 0.632 2.426
H 1.207 1.523 1.336
C -1.420 0.768 -0.697
N -2.388 0.661 0.266
H -0.855 1.681 -0.755
H -1.365 0.015 -1.462
H -3.063 -0.081 0.220
H -2.582 1.409 0.906
*
```

Molecular formula: C5H10N
Method: DFT, ωB97M-V/def2-TZVPD

- frontier orbital gap (hartree) = 0.1941
- highest occupied orbital energy (hartree) = -0.4936
- energy relative to the best compared isomer or geometry (same formula, charge and spin) (kJ/mol) = 663.3
- total energy (Ha) = -250.75267

```
! wB97M-V def2-TZVPD RIJCOSX def2/J DEFGRID3
* xyz 1 1
C 0.621 -1.574 -2.936
C 0.760 -1.620 -1.605
C 0.253 1.133 0.996
C 0.889 2.056 1.738
C -1.466 -0.384 0.362
N -0.909 0.489 1.469
H 1.142 -2.334 -3.543
H 0.002 -0.814 -3.455
H 0.490 0.990 -0.072
H -0.142 -1.247 -1.061
H 1.529 -2.138 -1.048
H 1.710 2.649 1.352
H 0.664 2.014 2.808
H -2.491 0.032 0.242
H -1.396 -1.354 0.822
H -1.591 1.114 1.894
*
```

Molecular formula: C5H10N
Method: DFT, ωB97M-V/def2-TZVPD

- frontier orbital gap (hartree) = 0.3879
- highest occupied orbital energy (hartree) = -0.5168
- structure (SMILES) = C=C=C(C)[NH2+]C
- energy relative to the best compared isomer or geometry (same formula, charge and spin) (kJ/mol) = 260.7
- total energy (Ha) = -250.90599

```
! wB97M-V def2-TZVPD RIJCOSX def2/J DEFGRID3
* xyz 1 1
C -2.821 0.692 -0.772
C -1.511 0.327 -0.573
C -0.164 0.001 -0.436
C 0.701 -0.839 -1.298
N 0.528 0.614 0.750
C 1.377 -0.257 1.643
H -3.736 0.118 -0.660
H -2.882 1.465 -1.447
H 0.445 -0.763 -2.348
H 1.666 -0.484 -1.009
H 0.716 -1.924 -1.129
H -0.236 1.096 1.158
H 1.193 1.398 0.421
H 0.957 -1.156 1.997
H 2.205 -0.469 1.083
H 1.562 0.182 2.618
*
```

Molecular formula: C5H10N
Method: DFT, ωB97M-V/def2-TZVPD

- frontier orbital gap (alpha / beta) (hartree) = 0.2926 / 0.3512
- highest occupied orbital energy (alpha / beta) (hartree) = -0.4835 / -0.5225
- energy relative to the best compared isomer or geometry (same formula, charge and spin) (kJ/mol) = 497.9
- total energy (Ha) = -250.81565

```
! wB97M-V def2-TZVPD RIJCOSX def2/J DEFGRID3
* xyz 1 1
C -0.733 -1.546 0.452
C 0.811 -1.276 0.546
C -0.785 -0.104 -0.184
C -1.595 1.056 0.146
C 1.733 0.750 -0.491
N 0.669 -0.306 -0.569
H -0.913 -2.246 -0.323
H -1.271 -1.682 1.291
H 1.241 -0.877 1.524
H -1.238 2.110 0.089
H -2.110 0.914 1.104
H -2.550 1.049 -0.448
H 1.329 1.842 -0.485
H 2.414 0.336 0.270
H 2.230 0.771 -1.496
H 0.769 -0.790 -1.427
*
```

Molecular formula: C5H10N
Method: DFT, ωB97M-V/def2-TZVPD

- frontier orbital gap (hartree) = 0.3559
- highest occupied orbital energy (hartree) = -0.5084
- structure (SMILES) = C#C[C@H](C)C[NH3+]
- energy relative to the best compared isomer or geometry (same formula, charge and spin) (kJ/mol) = 319.6
- total energy (Ha) = -250.88355

```
! wB97M-V def2-TZVPD RIJCOSX def2/J DEFGRID3
* xyz 1 1
C 2.718 -0.299 -0.744
C 1.579 0.096 -0.722
C 0.126 0.464 -0.686
C 0.063 1.522 0.410
C -1.162 -0.523 -0.370
N -1.007 -1.381 0.823
H 3.679 -0.426 -0.905
H 0.033 1.024 -1.621
H 0.207 2.573 0.033
H 0.946 1.291 1.051
H -0.839 1.509 0.903
H -1.176 -1.097 -1.308
H -1.979 0.181 -0.195
H -2.010 -1.893 1.054
H -0.769 -0.748 1.561
H -0.408 -2.292 0.717
*
```

Molecular formula: C5H10N
Method: DFT, ωB97M-V/def2-TZVPD

- frontier orbital gap (hartree) = 0.3919
- highest occupied orbital energy (hartree) = -0.5680
- structure (SMILES) = C=[N+]=CCCC
- energy relative to the best compared isomer or geometry (same formula, charge and spin) (kJ/mol) = 199.5
- total energy (Ha) = -250.92933

```
! wB97M-V def2-TZVPD RIJCOSX def2/J DEFGRID3
* xyz 1 1
C 2.453 1.745 -1.127
N 1.336 1.247 -1.293
C 0.403 0.422 -1.208
C -0.578 0.459 0.012
C -0.548 -1.045 0.473
C -1.620 -1.268 1.537
H 3.072 1.146 -0.546
H 2.770 2.634 -1.663
H 0.399 -0.248 -2.098
H -1.456 0.699 -0.432
H -0.101 1.118 0.681
H -1.012 -1.430 -0.416
H 0.443 -1.449 0.652
H -1.291 -0.759 2.505
H -2.623 -0.921 1.173
H -1.646 -2.353 1.750
*
```

Molecular formula: C5H10N
Method: DFT, ωB97M-V/def2-TZVPD

- frontier orbital gap (hartree) = 0.4217
- highest occupied orbital energy (hartree) = -0.5726
- energy relative to the best compared isomer or geometry (same formula, charge and spin) (kJ/mol) = 296.5
- total energy (Ha) = -250.89236

```
! wB97M-V def2-TZVPD RIJCOSX def2/J DEFGRID3
* xyz 1 1
C -2.333 0.696 0.876
C -1.927 -0.236 0.069
C 0.741 0.517 0.452
C 2.222 0.614 0.566
C 0.251 -1.082 -1.362
N 0.018 -0.159 -0.329
H -3.359 0.707 1.107
H -1.687 1.468 1.226
H -2.315 -1.184 -0.334
H 0.001 1.193 1.004
H 2.615 0.928 -0.367
H 2.563 -0.432 0.784
H 2.385 1.293 1.381
H -0.220 -2.144 -1.183
H 1.323 -1.348 -1.538
H -0.276 -0.832 -2.351
*
```

Molecular formula: C5H10N2
Method: DFT, ωB97M-V/def2-TZVPD

- frontier orbital gap (hartree) = 0.3818
- highest occupied orbital energy (hartree) = -0.3384
- structure (SMILES) = C[C@H]1N[C@H]1[C@H]1CN1
- energy relative to the best compared isomer or geometry (same formula, charge and spin) (kJ/mol) = 203.2
- total energy (Ha) = -305.94645

```
! wB97M-V def2-TZVPD RIJCOSX def2/J DEFGRID3
* xyz 0 1
C 0.209 1.891 -0.867
C -0.038 0.525 -1.466
N 0.911 -0.567 -1.215
C -0.449 -0.670 -0.687
C -0.794 -0.663 0.775
C -0.095 -1.560 1.725
N 0.055 -0.107 1.821
H 0.932 2.435 -1.485
H 0.609 1.836 0.150
H -0.709 2.486 -0.825
H -0.372 0.562 -2.503
H 1.565 -0.279 -0.488
H -1.036 -1.415 -1.226
H -1.855 -0.483 0.950
H -0.635 -2.025 2.546
H 0.743 -2.140 1.341
H 0.961 0.173 1.454
*
```

Molecular formula: C5H10N2
Method: DFT, ωB97M-V/def2-TZVPD

- frontier orbital gap (hartree) = 0.3872
- highest occupied orbital energy (hartree) = -0.3596
- structure (SMILES) = CC(C)C1(C)N=N1
- energy relative to the best compared isomer or geometry (same formula, charge and spin) (kJ/mol) = 184.0
- total energy (Ha) = -305.95376

```
! wB97M-V def2-TZVPD RIJCOSX def2/J DEFGRID3
* xyz 0 1
C 0.860 0.165 1.414
C 0.729 -0.326 -0.025
C 1.282 0.675 -1.027
C -0.750 -0.635 -0.447
C -1.878 0.011 0.308
N -0.967 -1.863 -1.136
N -0.896 -0.864 -1.876
H 0.428 1.157 1.549
H 0.380 -0.533 2.095
H 1.918 0.222 1.688
H 1.270 -1.266 -0.114
H 1.075 0.242 -2.057
H 0.707 1.599 -1.017
H 2.327 0.883 -0.838
H -2.801 -0.051 -0.273
H -2.020 -0.484 1.266
H -1.662 1.067 0.490
*
```

Molecular formula: C5H10N2
Method: DFT, ωB97M-V/def2-TZVPD

- frontier orbital gap (hartree) = 0.3713
- highest occupied orbital energy (hartree) = -0.3277
- structure (SMILES) = C[C@H]1N[C@H]1[C@H]1CN1
- energy relative to the best compared isomer or geometry (same formula, charge and spin) (kJ/mol) = 268.5
- total energy (Ha) = -305.92160

```
! wB97M-V def2-TZVPD RIJCOSX def2/J DEFGRID3
* xyz 0 1
C 2.132 0.242 -0.240
C 0.946 1.180 -0.077
N -0.262 1.061 -0.789
C -0.385 0.757 0.569
C -0.877 -0.642 0.884
C -1.949 -1.162 -0.008
N -0.620 -1.768 -0.005
H 1.807 -0.802 -0.284
H 2.774 0.345 0.646
H 2.758 0.486 -1.116
H 1.275 2.208 0.137
H -0.781 1.269 -1.622
H -0.792 1.483 1.289
H -0.925 -0.887 1.949
H -2.759 -1.775 0.382
H -2.222 -0.568 -0.885
H -0.121 -1.428 -0.829
*
```

Molecular formula: C5H10N2
Method: DFT, ωB97M-V/def2-TZVPD

- frontier orbital gap (hartree) = 0.3854
- highest occupied orbital energy (hartree) = -0.3422
- structure (SMILES) = C[C@H]1N[C@H]1[C@H]1CN1
- energy relative to the best compared isomer or geometry (same formula, charge and spin) (kJ/mol) = 212.0
- total energy (Ha) = -305.94312

```
! wB97M-V def2-TZVPD RIJCOSX def2/J DEFGRID3
* xyz 0 1
C 0.023 1.749 0.979
C 0.280 1.590 -0.503
N 1.364 0.748 -0.990
C -0.015 0.265 -1.102
C -0.702 -0.783 -0.262
C -0.414 -2.226 -0.409
N -0.008 -1.503 0.798
H 0.541 2.615 1.400
H 0.321 0.860 1.545
H -1.051 1.877 1.147
H 0.139 2.485 -1.105
H 1.930 0.442 -0.208
H -0.341 0.252 -2.140
H -1.724 -0.506 0.002
H -1.201 -2.960 -0.255
H 0.353 -2.519 -1.122
H 0.983 -1.286 0.733
*
```

Molecular formula: C5H10N2
Method: DFT, ωB97M-V/def2-TZVPD

- frontier orbital gap (hartree) = 0.3011
- highest occupied orbital energy (hartree) = -0.2708
- structure (SMILES) = C=NC(=C)N(C)C
- energy relative to the best compared isomer or geometry (same formula, charge and spin) (kJ/mol) = 342.0
- total energy (Ha) = -305.89360

```
! wB97M-V def2-TZVPD RIJCOSX def2/J DEFGRID3
* xyz 0 1
C 0.652 1.789 0.534
N 0.755 1.671 -0.794
C 0.510 0.346 -0.970
C 0.844 -0.522 -1.934
N -0.155 -0.035 0.316
C 0.283 -1.279 0.949
C -1.614 0.098 0.270
H 1.359 1.363 1.258
H 0.157 2.680 0.931
H 0.529 -1.552 -1.900
H 1.430 -0.185 -2.775
H -0.060 -2.155 0.389
H 1.371 -1.295 0.989
H -0.134 -1.333 1.956
H -1.854 1.062 -0.177
H -2.053 -0.709 -0.325
H -2.020 0.055 1.282
*
```

Molecular formula: C5H10N2
Method: DFT, ωB97M-V/def2-TZVPD

- frontier orbital gap (hartree) = 0.3470
- highest occupied orbital energy (hartree) = -0.3259
- structure (SMILES) = [H]/N=C\C(C)=N\[H].C=C
- energy relative to the best compared isomer or geometry (same formula, charge and spin) (kJ/mol) = 369.0
- total energy (Ha) = -305.88333

```
! wB97M-V def2-TZVPD RIJCOSX def2/J DEFGRID3
* xyz 0 1
H -1.159 1.986 1.259
N -1.433 2.000 0.279
C -0.888 1.104 -0.421
C -0.808 -0.524 0.101
C -0.749 -1.583 -0.960
N -1.054 -0.668 1.323
H -1.170 -1.631 1.638
H -1.091 1.030 -1.484
H -0.184 -1.233 -1.826
H -0.234 -2.471 -0.592
H -1.752 -1.850 -1.296
C 1.505 0.659 -0.272
C 1.994 0.589 0.964
H 1.959 0.184 -1.130
H 0.803 1.521 -0.581
H 1.430 0.944 1.813
H 2.831 -0.056 1.184
*
```